Record 1
79
Properties=species:S:1:pos:R:3:mulliken_charge:R:1 method="wB97M-V/def2-TZVPD" multiplicity=4 orbital_gap_ev="6.914 / 5.135" e_homo_ev="-13.936 / -14.065" energy_ha=-1895.59290 de_lowest_kj_mol=0.0 fmax_ev_per_a=3.31 s_squared=3.80 lumo_energy_ev="-7.02 / -8.93" total_charge=+2
P -0.2509 -1.9155 -4.2799 1.2014
P 0.1642 1.2909 -4.1372 1.0161
C -0.4421 -0.9117 -5.8393 -1.2699
C 0.3113 0.4219 -5.7814 -1.1909
H -1.5223 -0.7689 -6.0109 0.4544
H -0.0424 -1.5436 -6.6493 0.6068
H 1.3889 0.2864 -5.9696 0.4929
H -0.0847 1.1270 -6.5291 0.5676
C -1.4961 2.0294 -4.4861 -1.4557
H -1.7400 2.7509 -3.6949 0.4060
H -2.2774 1.2592 -4.5352 0.4004
H -1.4333 2.5532 -5.4508 0.5179
C 1.1310 2.8150 -4.4890 -1.2114
H 0.7303 3.3197 -5.3807 0.4463
H 2.1902 2.5682 -4.6473 0.4222
H 1.0394 3.4848 -3.6216 0.3817
C -1.1482 -3.4542 -4.7254 -1.1229
H -0.9759 -4.1847 -3.9222 0.3896
H -0.7603 -3.8589 -5.6731 0.4453
H -2.2266 -3.2605 -4.8176 0.3936
C 1.4331 -2.5410 -4.6948 -1.4450
H 2.1745 -1.7316 -4.7105 0.3621
H 1.3756 -3.0076 -5.6889 0.5233
H 1.7232 -3.2964 -3.9531 0.4177
Tc -0.0112 -0.4650 1.0340 0.4440
C 0.7348 1.1413 -0.2876 -0.1519
C -0.6920 1.0477 -0.3458 -0.5227
C -1.5096 0.3889 -1.4159 0.5627
C -1.7313 -1.1383 -1.3214 -0.8485
C -0.7944 -1.8452 -0.3947 -0.7204
C 0.6273 -1.7785 -0.5071 -0.3797
C 1.3691 -0.9867 -1.5509 1.5812
C 1.6955 0.4891 -1.2308 -1.7627
C -0.0059 -2.1443 2.3027 -1.3839
H 1.1033 2.0717 0.1643 0.8376
H -1.1913 1.9169 0.1021 0.6275
H -1.1076 0.6390 -2.4164 -1.7296
H -2.5013 0.8647 -1.4068 0.8706
H -2.7696 -1.2951 -0.9925 0.5184
H -1.6960 -1.5988 -2.3275 0.0433
H -1.1959 -2.7781 0.0146 0.7046
H 1.1618 -2.6662 -0.1435 0.4408
H 0.7985 -1.0133 -2.5004 -2.2607
H 2.3102 -1.5126 -1.7746 0.8982
H 2.7222 0.5366 -0.8206 0.5105
H 1.7439 1.0655 -2.1761 0.5390
H 0.5980 -2.0566 3.2220 0.3429
H 0.2732 -3.0856 1.8034 0.5215
H -1.0518 -2.2633 2.6431 0.2690
C 3.1344 -0.1425 2.7643 -1.2773
C 2.7192 1.0129 3.6758 0.4020
C 2.6296 2.3279 2.8968 -1.2374
C 1.4683 0.7420 4.5120 0.5646
C 1.5979 0.4774 5.8699 -0.8371
C 0.4884 0.2994 6.6917 -1.2207
C -0.7910 0.3773 6.1486 -0.3381
C -0.9816 0.6089 4.7921 0.4028
C -2.3934 0.7133 4.2244 0.6497
C -3.2349 -0.5217 4.5390 -1.3730
C -3.1005 1.9653 4.7510 -1.5114
C 0.1611 0.7022 3.9384 0.7159
O -0.0076 0.7170 2.6270 -0.5746
H 2.5561 -0.1534 1.8260 0.1517
H 3.0065 -1.1074 3.2670 0.3205
H 4.1917 -0.0264 2.4985 0.5177
H 3.5232 1.1318 4.4168 0.6588
H 1.8083 2.2820 2.1697 -0.0732
H 2.4441 3.1602 3.5856 0.4053
H 3.5715 2.5148 2.3695 0.4311
H 2.6017 0.4286 6.2954 0.4708
H 0.6200 0.1194 7.7580 0.4091
H -1.6719 0.2634 6.7832 0.4274
H -2.3029 0.8007 3.1335 -0.0093
H -3.4130 -0.6146 5.6171 0.3392
H -4.2040 -0.4449 4.0330 0.4515
H -2.7362 -1.4314 4.1885 0.2627
H -2.5125 2.8588 4.5166 0.3814
H -4.0874 2.0663 4.2859 0.4405
H -3.2265 1.9062 5.8390 0.3481



Record 2
91
Properties=species:S:1:pos:R:3:mulliken_charge:R:1 method="wB97M-V/def2-TZVPD" orbital_gap_ev=7.457 e_homo_ev=-5.301 energy_ha=-2784.97681 fmax_ev_per_a=3.01 lumo_energy_ev=2.16 total_charge=-1
C -3.0645 -1.4414 2.4307 -0.9532
C -1.8546 -2.4333 2.2659 -0.1632
O -1.4861 -2.5972 0.8881 -0.2948
C -0.6495 -3.7813 0.8376 -0.5184
C 0.2886 -3.6882 -0.4369 -0.6824
B 1.3119 -2.3947 -0.3673 0.1448
Cl 2.6903 -2.9243 0.8467 -0.5135
C 1.9367 -1.9731 -1.8306 0.9903
F 3.2989 -2.4328 -1.8483 -0.3786
F 1.3195 -2.6782 -2.9115 -0.3633
C 2.0141 -0.4427 -2.1241 -1.0647
C 0.7245 0.3801 -1.7302 -0.2910
Si 0.2795 1.7962 -2.9122 -0.0659
C -0.8024 3.0236 -1.8841 -1.0442
C 1.7621 2.8041 -3.5554 -0.8609
C -0.8727 1.1274 -4.2772 0.5743
C -0.9497 -0.3048 -4.5624 -0.0123
C -1.8399 -0.8675 -5.5621 -0.6555
C -2.6865 0.0897 -6.2947 -0.2979
C -2.6084 1.5222 -6.0616 -0.5174
C -1.6968 2.0701 -5.0446 -0.4992
H -3.8116 -1.8449 3.1665 0.2526
H -2.7132 -0.4591 2.8306 0.2624
H -3.6105 -1.2949 1.4646 0.2607
H -2.1790 -3.4389 2.6524 0.2742
H -0.9463 -2.0375 2.8019 0.2440
H -1.3676 -4.6477 0.6924 0.2666
H -0.0786 -3.9683 1.7821 0.3328
H -0.4036 -3.6651 -1.3197 0.2111
H 0.8557 -4.6578 -0.4821 0.1786
H 0.7183 -1.5310 0.1976 -0.1723
H 2.8596 -0.0442 -1.4961 0.2301
H 2.3435 -0.2977 -3.1952 0.3052
H -0.2012 -0.2441 -1.6006 0.2667
H 0.9448 0.8559 -0.7307 0.4599
H -0.2545 3.3377 -0.9638 0.3131
H -1.7607 2.4805 -1.6714 0.2947
H -1.0457 3.8762 -2.5708 0.2564
H 1.4090 3.6313 -4.2392 0.2803
H 2.2268 3.3397 -2.6765 0.1550
H 2.5356 2.2141 -4.1062 0.3635
H -0.2889 -0.9835 -3.9776 0.2803
H -1.9076 -1.9644 -5.7548 0.3646
H -3.3897 -0.3222 -7.0540 0.2989
H -3.2591 2.2190 -6.6313 0.3163
H -1.6560 3.1702 -4.8810 0.1935
C -7.9153 3.5139 2.3292 -1.0939
C -7.5639 2.1159 1.8602 -0.2045
O -6.6330 1.4831 2.7465 -0.3174
C -7.1414 1.0451 3.9029 0.7425
O -8.2927 1.1276 4.2515 -0.5674
O -6.1408 0.5186 4.6190 -0.2765
C -6.5258 0.1030 5.9280 -0.6794
H -7.0104 4.1093 2.4693 0.2894
H -8.5602 4.0128 1.6039 0.3566
H -8.4337 3.4925 3.2888 0.3111
H -7.0719 2.1735 0.8885 0.3012
H -8.4541 1.4953 1.7349 0.3060
H -7.3722 -0.5830 5.8929 0.3066
H -6.7633 0.9738 6.5409 0.2992
H -5.6775 -0.4147 6.3726 0.2226
C 5.3204 -8.1756 4.5839 -1.0929
C 5.6606 -8.8752 3.2826 -0.1726
O 4.7750 -8.4847 2.2304 -0.3767
C 4.9931 -7.2600 1.7159 0.7486
O 5.8598 -6.4951 2.0583 -0.5631
O 4.0718 -7.0373 0.7820 -0.3636
C 4.1184 -5.7158 0.2147 -0.4461
H 4.2728 -8.3411 4.8448 0.2841
H 5.9515 -8.5429 5.3957 0.3482
H 5.4614 -7.0973 4.5031 0.3194
H 5.5342 -9.9522 3.4071 0.2773
H 6.6997 -8.7036 2.9910 0.3042
H 5.1125 -5.4871 -0.1710 0.3180
H 3.8150 -4.9745 0.9559 0.1872
H 3.4112 -5.6846 -0.6118 0.2101
C 3.8182 6.4093 1.6087 -1.1054
C 4.1611 5.6820 0.3239 -0.2249
O 3.2711 6.0469 -0.7398 -0.2546
C 3.4788 7.2510 -1.2803 0.6978
O 4.3365 8.0362 -0.9629 -0.5714
O 2.5479 7.4456 -2.2241 -0.2775
C 2.5894 8.7429 -2.8149 -0.6678
H 2.7713 6.2458 1.8733 0.2905
H 4.4501 6.0623 2.4278 0.3622
H 3.9556 7.4865 1.5044 0.3048
H 4.0378 4.6086 0.4731 0.3202
H 5.1990 5.8501 0.0281 0.3161
H 3.5818 8.9688 -3.2053 0.2955
H 2.2846 9.4947 -2.0853 0.2950
H 1.8807 8.7522 -3.6414 0.2187



Record 3
102
Properties=species:S:1:pos:R:3:mulliken_charge:R:1 method="wB97M-V/def2-TZVPD" smiles="NP(O)[C@@]1(CCOCC(F)(F)C(F)(F)C(F)(F)C(F)F)C[C@@](CC=O)(CCF)C(=O)O1.CCOP(=O)(OCC)OCC.CCOP(=O)(OCC)OCC" orbital_gap_ev=6.890 e_homo_ev=-8.367 energy_ha=-4013.71645 fmax_ev_per_a=9.35 lumo_energy_ev=-1.48
N -2.9075 2.0759 1.2175 -0.4032
P -2.1275 2.7467 -0.2089 -0.0634
O -0.5878 3.3948 0.1916 -0.4165
C -1.7038 1.3502 -1.4736 1.2453
C -0.1822 0.8781 -1.5926 -0.6891
C 0.2805 -0.1110 -0.3978 -0.3752
O 0.7204 0.6617 0.7355 -0.2457
C 1.0890 -0.2004 1.8462 -0.9545
C -0.1570 -0.4346 2.8140 1.1873
F -1.4175 -0.2964 2.1660 -0.2129
F -0.0982 -1.8225 3.1983 -0.3331
C -0.1643 0.3967 4.1807 0.2487
F -1.5412 0.5672 4.5393 -0.2992
F 0.4070 -0.3854 5.2039 -0.2893
C 0.4670 1.8601 4.1221 0.7615
F -0.2014 2.6167 5.1394 -0.3214
F 0.2452 2.5584 2.9279 -0.1853
C 2.0078 1.8006 4.5862 0.1316
F 1.9830 1.8813 6.0199 -0.3214
F 2.6747 2.9631 4.1488 -0.2566
C -2.7555 0.1030 -1.5494 -1.9164
C -3.8054 0.4186 -2.7522 2.2961
C -3.4467 -0.0473 -4.2341 -0.7584
C -2.1766 -1.0488 -4.3163 -0.0243
O -2.3718 -2.2774 -4.3685 -0.4768
C -5.2335 0.1386 -2.1020 -0.6246
C -6.2642 -0.6738 -2.9969 -0.6253
F -5.6874 -1.9730 -3.2738 -0.2502
C -3.4905 2.0165 -2.8216 -0.3918
O -4.3136 2.9259 -2.9695 -0.5909
O -2.0641 2.0385 -2.7280 -0.3877
H -3.9138 2.2690 1.2209 0.2656
H -2.4490 2.3372 2.0983 0.1601
H -0.6869 4.3708 0.2670 0.3376
H -0.0965 0.3167 -2.5960 0.0462
H 0.4931 1.7935 -1.6634 0.4021
H 1.1128 -0.7589 -0.8573 0.3382
H -0.5698 -0.8488 -0.1513 0.3030
H 1.3388 -1.2190 1.3783 0.4426
H 2.0323 0.1783 2.3491 0.1627
H 2.5391 0.8271 4.3519 0.2921
H -3.1717 0.0698 -0.4905 0.3471
H -2.1412 -0.8537 -1.6134 0.2067
H -4.2894 -0.5137 -4.8315 0.3603
H -3.1135 0.8842 -4.8287 0.3142
H -1.1513 -0.5404 -4.2909 0.2661
H -5.1663 -0.4147 -1.0948 0.2899
H -5.7411 1.1426 -1.8442 0.3366
H -6.3670 -0.1575 -4.0192 0.3110
H -7.2951 -0.7398 -2.5172 0.3412
C -5.1287 -4.4667 -5.2211 -0.4472
C -5.8848 -5.7803 -5.1426 -0.5559
O -5.4596 -6.6852 -6.1546 -0.3599
P -3.9888 -7.4176 -5.9688 1.0742
O -4.4183 -8.4459 -4.9193 -0.7376
O -4.0625 -8.4350 -7.2784 -0.3636
C -3.9087 -9.8402 -7.1171 -0.3522
C -5.2657 -10.5152 -7.0272 -1.1272
O -3.3581 -6.2623 -7.0706 -0.2424
C -1.9683 -5.9660 -6.9040 -0.2623
C -1.0901 -7.1700 -7.1938 -1.0783
H -4.0753 -4.6062 -4.9610 0.1434
H -5.5538 -3.7346 -4.5316 0.1967
H -5.1606 -4.0597 -6.2349 0.2607
H -5.7662 -6.2386 -4.1556 0.2787
H -6.9500 -5.5997 -5.2999 0.3524
H -3.2860 -10.0700 -6.2492 0.3564
H -3.3768 -10.2147 -7.9960 0.3751
H -5.8996 -10.0590 -6.2643 0.2930
H -5.1546 -11.5787 -6.7997 0.3616
H -5.8002 -10.4170 -7.9757 0.2802
H -1.7981 -5.5987 -5.8871 0.2767
H -1.7238 -5.1564 -7.5958 0.3597
H -1.2571 -7.9650 -6.4591 0.3014
H -0.0340 -6.8940 -7.1583 0.4179
H -1.3165 -7.5871 -8.1770 0.2500
C 4.5495 3.9151 6.7923 -0.6676
C 4.8968 4.6221 5.4946 -0.2444
O 5.5614 5.8550 5.7402 -0.3991
P 7.1382 5.8014 6.2371 1.1070
O 7.7571 5.4843 4.8733 -0.7481
O 7.4488 7.4313 6.2172 -0.3448
C 8.5242 7.9577 5.4480 -0.3446
C 8.0229 8.4472 4.1011 -1.1248
O 6.5660 6.0654 7.8338 -0.2439
C 7.4014 5.5379 8.8687 -0.3013
C 8.7540 6.2253 8.9153 -1.0695
H 5.4541 3.5777 7.3077 0.1874
H 3.9236 3.0423 6.6006 0.1796
H 4.0215 4.5878 7.4721 0.2328
H 5.5146 3.9823 4.8559 0.2376
H 3.9817 4.8533 4.9478 0.2388
H 9.3245 7.2223 5.3371 0.3526
H 8.9438 8.8000 6.0048 0.3703
H 7.4493 7.6813 3.5753 0.2909
H 8.8575 8.7564 3.4666 0.3611
H 7.3533 9.3010 4.2346 0.2810
H 7.5204 4.4598 8.7206 0.2828
H 6.8787 5.6884 9.8162 0.3690
H 9.3326 6.0178 8.0088 0.3012
H 9.3338 5.8772 9.7729 0.4169
H 8.6359 7.3086 8.9812 0.2469